Entry 1:
Entry from the OMol25 dataset: a structure of composition C13H27BN7O2RhSSi (ωB97M-V/def2-TZVPD).

Each line ends with the Löwdin charge.
Cartesian coordinates (Å):
Rh -0.032076 -0.135863 0.220752  1.015
B -3.120381 -1.154064 1.607989  -0.402
N -1.792259 -1.944390 1.840918  -0.054
C -1.744603 -3.037975 2.610829  -0.090
C -0.426245 -3.425055 2.766511  -0.050
C 0.296392 -2.491322 2.031834  -0.134
N -0.541755 -1.603994 1.488931  -0.080
N -3.024967 -0.138417 0.426610  -0.061
C -4.113914 0.446355 -0.089376  -0.085
C -3.733396 1.596112 -0.757195  -0.048
C -2.351432 1.643202 -0.593679  -0.159
N -1.941819 0.591586 0.117374  -0.097
H -3.984800 -1.949718 1.333335  0.071
H -3.371288 -0.533999 2.616733  0.071
H -2.656396 -3.457713 3.000425  0.123
H -0.046769 -4.267190 3.317211  0.092
H 1.348131 -2.400835 1.827163  0.085
H -5.087605 0.025975 0.096587  0.123
H -4.363787 2.302002 -1.267926  0.093
H -1.633699 2.367447 -0.941837  0.106
N 0.520510 1.602811 -3.475620  0.206
C 0.212856 0.860384 -2.405384  -0.532
O 0.576815 1.221040 -1.273937  -0.101
C -0.615984 -0.372961 -2.577621  -0.157
C -0.470730 -1.287806 -1.357557  -0.205
H 1.054153 2.446366 -3.348864  0.125
H 0.262696 1.314907 -4.401227  0.117
H -0.366467 -0.871090 -3.519202  0.119
H -1.649537 -0.022059 -2.663482  0.119
H 0.335611 -2.008317 -1.499542  0.043
H -1.396276 -1.840207 -1.192388  0.068
N 1.538691 0.594401 3.364963  0.096
C 1.627702 1.473541 2.348495  -0.978
N 2.855386 1.683417 1.836754  0.102
S 0.264136 2.281557 1.782530  0.627
H 2.257191 -0.102821 3.479647  0.105
H 0.607185 0.327790 3.636967  0.087
H 3.517193 0.922351 1.882385  0.076
H 2.853196 2.177652 0.959519  0.092
C 4.716991 -0.829751 0.153339  -0.180
Si 3.051823 -1.380171 -0.537821  0.238
C 3.023866 -3.260816 -0.505829  -0.174
C 3.014181 -0.851819 -2.347180  -0.162
O 1.882750 -0.750150 0.366261  -0.473
H 5.547840 -1.331519 -0.348482  0.029
H 4.792895 -1.069417 1.218719  0.024
H 4.867958 0.246564 0.029901  0.021
H 3.763049 -3.689077 -1.187786  0.028
H 2.041284 -3.643604 -0.793693  0.022
H 3.241060 -3.641856 0.495744  0.025
H 3.884534 -1.248568 -2.876802  0.033
H 3.033292 0.236458 -2.442103  0.023
H 2.125442 -1.225951 -2.862799  0.018

Forces on atoms 1 to 6 (eV/Å):
-0.151 0.613 -0.221
0.001 0.071 0.091
-0.019 -0.135 -0.113
0.014 -0.008 -0.026
0.001 -0.001 0.001
0.002 0.003 -0.005

Calculated values
- HOMO-LUMO gap (eV) = 8.62
- LUMO (eV) = 0.418
- multiplicity = 1
- calculated total energy (eV) = -50847.2927
- ΔE to the lowest compared entry with this formula, charge and spin (kcal per mole) = 7.0
- highest occupied orbital energy (eV) = -8.2

Entry 2:
Entry from the OMol25 dataset: a cluster of 7 separate species, C29H50FN2O18S in total in a non-equilibrium geometry (ωB97M-V/def2-TZVPD).

Each line ends with the Löwdin charge.
Cartesian coordinates (Å):
C 3.459667 -4.198911 0.339776  -0.070
N 2.605649 -2.983637 0.253469  -0.110
C 1.761058 -2.933659 1.411564  -0.224
N 0.700234 -1.843891 1.336383  -0.329
S 0.847457 -0.703338 -0.040883  0.963
C -0.702594 -2.373723 1.426747  -0.138
C -1.044358 -3.450477 0.426519  -0.384
C -2.473558 -3.858651 0.715003  -0.006
F -0.957916 -3.005459 -0.880251  -0.005
H 3.835926 -4.456088 -0.639281  0.084
H 2.925178 -5.034193 0.774101  0.074
H 4.317565 -3.999863 0.978823  0.088
H 3.263115 -2.215423 0.306712  0.098
H 2.369947 -2.703225 2.289892  0.145
H 1.322872 -3.895772 1.613058  0.094
H 0.839705 -1.265289 2.161972  0.137
H 1.503211 0.327433 0.548769  -0.111
H -0.788435 -2.823431 2.411364  0.121
H -1.422330 -1.575163 1.331644  0.134
H -0.436223 -4.347837 0.529890  0.138
H -3.118538 -3.016544 0.476041  0.096
H -2.596200 -4.053935 1.775152  0.093
H -2.780790 -4.700628 0.112704  0.082
C -1.561969 -8.166775 2.612772  -0.011
C -0.574264 -7.045073 2.450384  -0.317
C 0.806455 -7.313497 2.999874  -0.069
O 1.252778 -5.986152 3.342729  0.058
C 0.156363 -5.243917 3.600956  -0.584
O 0.181138 -4.143959 4.069268  0.135
O -0.966764 -5.888825 3.228615  0.085
H -1.769429 -8.357578 3.666803  0.099
H -2.504631 -7.903265 2.138570  0.068
H -1.188633 -9.080195 2.151172  0.103
H -0.525589 -6.742899 1.399353  0.152
H 1.475297 -7.758734 2.268156  0.143
H 0.798255 -7.927505 3.901698  0.146
C -2.102207 4.224386 -0.391893  -0.018
C -0.750738 4.051240 -1.029621  -0.298
C -0.676078 2.990713 -2.095492  -0.071
O 0.701150 2.569328 -2.004126  0.070
C 1.114274 2.810544 -0.750621  -0.600
O 2.143687 2.400447 -0.288759  0.095
O 0.229782 3.562503 -0.077218  0.093
H -2.390672 3.330026 0.166040  0.094
H -2.081250 5.049227 0.317149  0.094
H -2.856381 4.436005 -1.139698  0.081
H -0.391127 5.010258 -1.413959  0.155
H -0.890215 3.379987 -3.086244  0.126
H -1.316775 2.128475 -1.895619  0.141
C 5.078378 4.646894 -4.075452  -0.016
C 3.812006 5.375576 -4.449936  -0.321
C 3.233639 6.238597 -3.352495  -0.086
O 1.827732 6.208947 -3.650925  0.040
C 1.578087 5.052453 -4.320403  -0.555
O 0.489632 4.628864 -4.544783  0.159
O 2.730136 4.452568 -4.684312  0.098
H 4.885871 3.927139 -3.278997  0.092
H 5.463752 4.088592 -4.927704  0.090
H 5.844944 5.348191 -3.746452  0.095
H 3.962001 5.952958 -5.365690  0.161
H 3.605506 7.260014 -3.372751  0.140
H 3.388382 5.817419 -2.356218  0.140
C 2.366223 2.570820 3.142667  -0.020
C 3.630175 1.768894 3.329871  -0.340
C 3.621573 0.840053 4.524771  -0.105
O 5.005267 0.774117 4.873138  0.064
C 5.592426 1.926792 4.446374  -0.550
O 6.684852 2.275424 4.737395  0.185
O 4.742440 2.618065 3.638891  0.090
H 2.215645 3.258578 3.975235  0.098
H 2.429725 3.170018 2.236045  0.074
H 1.495252 1.916358 3.062020  0.083
H 3.870926 1.224821 2.409436  0.153
H 3.244728 -0.155096 4.290778  0.125
H 3.063439 1.244772 5.372397  0.142
C -0.124183 9.882794 -1.762322  -0.017
C -0.583920 8.495537 -2.136897  -0.329
C -1.233493 8.389278 -3.496581  -0.084
O -2.143273 7.296294 -3.312970  0.072
C -2.461257 7.242469 -2.000700  -0.563
O -3.325709 6.561220 -1.546876  0.141
O -1.652391 8.050550 -1.274965  0.086
H -0.974919 10.558657 -1.672924  0.095
H 0.379803 9.871789 -0.796233  0.088
H 0.566778 10.274982 -2.508475  0.093
H 0.240055 7.782495 -2.042639  0.142
H -0.524843 8.164122 -4.289732  0.137
H -1.807013 9.279475 -3.764513  0.142
C -7.552225 -6.285236 -0.136925  -0.019
C -6.226553 -6.367339 -0.852081  -0.326
C -6.125762 -7.476477 -1.873387  -0.083
O -4.723049 -7.783850 -1.850579  0.076
C -4.250137 -7.446211 -0.633832  -0.566
O -3.173093 -7.745194 -0.219912  0.143
O -5.163514 -6.723832 0.056819  0.076
H -7.721080 -7.179557 0.463277  0.095
H -7.568907 -5.434070 0.543096  0.088
H -8.368854 -6.173781 -0.849620  0.095
H -5.974428 -5.400972 -1.297208  0.158
H -6.430772 -7.167519 -2.869668  0.142
H -6.683097 -8.370512 -1.586515  0.143

Forces on atoms 1 to 6 (eV/Å):
0.111 0.521 0.057
-0.163 -0.767 0.120
1.535 0.365 0.310
0.033 0.540 -0.033
-0.033 0.257 -0.695
0.148 -0.659 -0.093

Calculated values
- HOMO-LUMO gap (eV) = 9.86
- LUMO (eV) = -2.764
- multiplicity = 1
- charge = +1
- calculated total energy (eV) = -84267.0703
- highest occupied orbital energy (eV) = -12.6

Entry 3:
Entry from the OMol25 dataset: a structure of composition C18H30Cl3NO9Zr in a non-equilibrium geometry (ωB97M-V/def2-TZVPD).

Each line ends with the Löwdin charge.
Cartesian coordinates (Å):
Zr -6.717870 -17.914870 -19.716790  2.127
C -2.867860 -16.334020 -18.123490  -0.020
C -2.537130 -17.784970 -18.507560  -0.461
C -1.130870 -18.039970 -17.868990  -0.151
C -0.729210 -19.450690 -17.626990  -0.152
C -1.910560 -20.044840 -16.795670  -0.116
C -3.245170 -20.190970 -17.594930  -0.414
N -3.523870 -18.740680 -17.930000  0.043
O -4.905910 -18.552510 -18.459540  -0.280
C -4.316140 -20.933440 -16.617910  -0.008
C -3.024010 -21.117470 -18.819080  -0.035
C -2.414270 -17.767330 -20.028210  -0.027
H -3.770070 -15.989210 -18.628690  0.057
H -2.090630 -15.653960 -18.472090  0.106
H -3.026690 -16.167020 -17.058130  0.101
H -1.086520 -17.489920 -16.929000  0.121
H -0.353090 -17.456560 -18.361740  0.136
H 0.256850 -19.534520 -17.170100  0.127
H -0.577590 -20.036880 -18.533350  0.104
H -2.137520 -19.403000 -15.944410  0.124
H -1.713450 -21.016890 -16.343600  0.126
H -5.322090 -21.075620 -17.012830  0.063
H -4.449130 -20.268110 -15.764830  0.077
H -4.008940 -21.887070 -16.188590  0.091
H -2.232110 -20.821480 -19.507120  0.063
H -3.840520 -21.310150 -19.514980  0.074
H -2.748980 -22.148690 -18.597620  0.099
H -2.068330 -16.836240 -20.477090  0.098
H -3.438090 -17.770220 -20.402220  0.045
H -1.988220 -18.636770 -20.528870  0.090
C -5.503320 -14.169360 -21.154240  0.044
C -5.682010 -15.555820 -20.579840  -0.576
O -5.669010 -16.676250 -21.195810  -0.129
O -6.238790 -15.760900 -19.491410  -0.102
H -6.422260 -13.672620 -21.465540  0.074
H -4.884020 -14.105230 -22.048920  0.083
H -5.075880 -13.657910 -20.291800  0.104
C -9.199450 -11.787390 -18.754680  -1.443
Cl -7.646140 -12.083680 -19.627510  0.542
Cl -10.411890 -10.716150 -19.579720  0.524
Cl -8.907020 -11.063790 -17.126300  0.493
H -9.678570 -12.732730 -18.500000  -0.009
C -9.436210 -16.357230 -14.929370  -0.089
C -9.763050 -15.187480 -15.856530  -0.116
O -9.075150 -15.518920 -16.989370  0.084
C -8.311090 -16.629520 -16.750260  -0.438
O -7.590800 -17.167280 -17.612750  -0.037
O -8.323450 -17.000530 -15.480480  0.147
H -10.272610 -17.043530 -14.796980  0.150
H -9.160430 -15.920760 -13.969400  0.151
H -9.345310 -14.242160 -15.510170  0.146
H -10.817260 -15.209340 -16.132680  0.153
C -2.904170 -17.825050 -23.848130  -0.118
C -2.157330 -17.244130 -25.034380  -0.116
O -2.071750 -15.907440 -24.662040  0.091
C -2.655270 -15.608970 -23.483950  -0.489
O -2.716900 -14.501450 -22.879250  0.090
O -2.953980 -16.766940 -22.933430  0.025
H -2.361720 -18.592920 -23.296560  0.135
H -3.878600 -18.150370 -24.212470  0.132
H -2.694970 -17.520030 -25.941530  0.140
H -1.142310 -17.634750 -25.106720  0.142

Forces on atoms 1 to 6 (eV/Å):
6.218 3.170 3.958
-0.887 0.205 0.038
1.839 0.896 0.071
0.283 1.160 0.434
-0.969 -1.227 0.274
0.267 -0.504 -0.020

Calculated values
- HOMO-LUMO gap (eV) = 5.19
- LUMO (eV) = -9.039
- multiplicity = 1
- charge = +2
- calculated total energy (eV) = -77897.6983
- highest occupied orbital energy (eV) = -14.2